[1]
# C4H8N2O

A single C4H8N2O molecule at a distorted geometry (wB97M-V/def2-TZVPD, the OMol25 dataset).

Output
* SMILES string: CCCN1NC1=O
* E_HOMO: -9.17 eV
* ΔE to the lowest compared entry with this formula, charge and spin: 447.1 kJ/mol
* E: -9301.7590 eV
* lowest unoccupied orbital energy: 0.8439 eV

```
! RIJCOSX wB97M-V def2-TZVPD def2/J DEFGRID3
* xyz 0 1
C -1.17 -1.29 0.17
C -1.26 0.05 -0.57
C -0.16 1.03 -0.09
N 1.34 0.71 -0.62
N 2.37 0.96 0.40
C 2.06 -0.31 -0.12
O 2.35 -1.40 -0.18
H -0.58 -2.13 -0.28
H -0.72 -1.00 1.10
H -2.11 -1.66 0.27
H -2.15 0.53 -0.19
H -1.21 0.03 -1.64
H -0.38 2.02 -0.65
H -0.22 1.32 1.05
H 1.82 1.13 1.33
*
```

***

[2]
# C4H8N2O

A single C4H8N2O molecule at a distorted geometry (wB97M-V/def2-TZVPD, the OMol25 dataset).

Output
* SMILES string: NC(=O)CN1CC1
* E_HOMO: -8.84 eV
* ΔE to the lowest compared entry with this formula, charge and spin: 362.4 kJ/mol
* E: -9302.6377 eV
* lowest unoccupied orbital energy: 0.9930 eV

```
! RIJCOSX wB97M-V def2-TZVPD def2/J DEFGRID3
* xyz 0 1
N -0.07 0.56 -2.27
C -1.03 0.23 -1.40
O -2.22 0.56 -1.51
C -0.82 -0.44 -0.09
N 0.59 -0.45 0.36
C 0.87 -0.86 1.72
C 1.05 0.55 1.32
H -0.27 1.31 -2.92
H 0.88 0.29 -2.08
H -1.97 0.14 -0.04
H -1.13 -1.49 -0.14
H 0.01 -1.09 2.34
H 1.74 -1.51 1.89
H 0.31 1.26 1.65
H 2.06 0.94 1.17
*
```

***

[3]
# C4H8N2O

A single C4H8N2O molecule at a distorted geometry (wB97M-V/def2-TZVPD, the OMol25 dataset).

Output
* SMILES string: OC[C@H]1CC=NN1
* E_HOMO: -8.97 eV
* ΔE to the lowest compared entry with this formula, charge and spin: 297.1 kJ/mol
* E: -9303.3143 eV
* lowest unoccupied orbital energy: 0.9191 eV

```
! RIJCOSX wB97M-V def2-TZVPD def2/J DEFGRID3
* xyz 0 1
O 1.56 1.10 -0.47
C 0.69 1.21 0.63
C -0.45 0.24 0.69
C -1.06 -0.02 -0.73
C -0.34 -1.30 -1.15
N 0.31 -1.79 -0.18
N -0.03 -1.23 1.03
H 1.87 0.22 -0.52
H 1.25 1.11 1.62
H 0.21 2.29 0.52
H -1.21 0.45 1.41
H -1.08 0.69 -1.59
H -2.09 -0.20 -0.71
H -0.40 -1.67 -2.16
H 0.79 -1.11 1.60
*
```

***

[4]
# C4H8N2O

A single C4H8N2O molecule at a distorted geometry (wB97M-V/def2-TZVPD, the OMol25 dataset).

Output
* SMILES string: C/N=C/N=C(\C)O
* E_HOMO: -9.23 eV
* ΔE to the lowest compared entry with this formula, charge and spin: 243.6 kJ/mol
* E: -9303.8682 eV
* lowest unoccupied orbital energy: 0.7761 eV

```
! RIJCOSX wB97M-V def2-TZVPD def2/J DEFGRID3
* xyz 0 1
C -0.73 -0.23 2.58
N -0.49 -0.08 1.15
C 0.72 0.24 0.77
N 1.34 0.40 -0.48
C 0.66 0.32 -1.57
C -0.77 -0.10 -1.72
O 1.26 0.42 -2.78
H -0.13 -1.19 2.78
H -0.34 0.52 3.25
H -1.78 -0.42 2.66
H 1.49 0.30 1.47
H -0.97 -0.52 -2.77
H -1.35 0.72 -1.74
H -1.13 -0.71 -0.99
H 2.22 0.33 -2.60
*
```

***

[5]
# C4H8N2O

A single C4H8N2O molecule at a distorted geometry (wB97M-V/def2-TZVPD, the OMol25 dataset).

Output
* E_HOMO: -7.19 eV
* ΔE to the lowest compared entry with this formula, charge and spin: 654.2 kJ/mol
* E: -9299.6134 eV
* lowest unoccupied orbital energy: 0.8473 eV

```
! RIJCOSX wB97M-V def2-TZVPD def2/J DEFGRID3
* xyz 0 1
C 1.59 -1.09 0.06
N 0.49 -0.19 -0.27
C -0.92 -0.60 -0.48
C 0.31 1.40 0.32
C -1.07 1.66 0.40
O 0.83 1.03 -0.93
N -1.29 -1.66 0.14
H -2.20 -1.97 -0.20
H -1.32 -0.25 -1.44
H 1.07 1.62 1.07
H 2.46 -0.51 0.38
H 1.24 -1.73 0.87
H 1.85 -1.69 -0.81
H -1.54 2.12 -0.46
H -1.49 1.87 1.37
*
```

***

[6]
# C4H8N2O

A single C4H8N2O molecule (wB97M-V/def2-TZVPD, the OMol25 dataset).

Output
* SMILES string: NC(=O)CN1CC1
* E_HOMO: -9.13 eV
* ΔE to the lowest compared entry with this formula, charge and spin: 185.7 kJ/mol
* E: -9304.4688 eV
* lowest unoccupied orbital energy: 0.9665 eV

```
! RIJCOSX wB97M-V def2-TZVPD def2/J DEFGRID3
* xyz 0 1
N 1.80 -0.32 -1.15
C 1.29 -0.77 0.03
O 1.36 -1.94 0.37
C 0.66 0.31 0.91
N -0.56 0.94 0.40
C -1.82 0.29 0.71
C -1.31 0.31 -0.68
H 2.17 -1.01 -1.79
H 1.60 0.60 -1.50
H 0.47 -0.16 1.88
H 1.41 1.10 1.07
H -1.78 -0.67 1.23
H -2.63 0.95 1.02
H -0.95 -0.64 -1.08
H -1.72 0.99 -1.41
*
```

***

[7]
# C4H8N2O

A single C4H8N2O molecule at a distorted geometry (wB97M-V/def2-TZVPD, the OMol25 dataset).

Output
* SMILES string: OC[C@H]1CN=CN1
* E_HOMO: -8.57 eV
* ΔE to the lowest compared entry with this formula, charge and spin: 300.2 kJ/mol
* E: -9303.2818 eV
* lowest unoccupied orbital energy: 0.8290 eV

```
! RIJCOSX wB97M-V def2-TZVPD def2/J DEFGRID3
* xyz 0 1
O 1.56 -0.96 -0.69
C 1.45 0.22 0.10
C -0.10 0.45 0.71
C -0.94 1.00 -0.51
N -1.38 -0.30 -1.12
C -1.31 -1.14 -0.08
N -0.73 -0.68 1.06
H 0.96 -0.74 -1.37
H 2.24 0.14 0.81
H 1.77 1.20 -0.52
H 0.04 1.20 1.42
H -1.75 1.74 -0.12
H -0.21 1.42 -1.22
H -1.24 -2.24 -0.29
H -0.37 -1.30 1.83
*
```

***

[8]
# C4H8N2O

2 unconnected molecules or ions with the total composition C4H8N2O at a distorted geometry (wB97M-V/def2-TZVPD, the OMol25 dataset).

Output
* SMILES string: CC(C)=N.N=C=O
* E_HOMO: -10.10 eV
* ΔE to the lowest compared entry with this formula, charge and spin: 202.8 kJ/mol
* E: -9304.2910 eV
* lowest unoccupied orbital energy: 0.7262 eV

```
! RIJCOSX wB97M-V def2-TZVPD def2/J DEFGRID3
* xyz 0 1
C -1.61 1.25 0.11
C -0.73 -0.11 0.23
C -1.31 -1.14 -0.62
N 0.26 -0.09 1.04
H -1.69 1.57 -0.85
H -1.16 2.02 0.68
H -2.59 0.89 0.36
H -2.40 -1.28 -0.67
H -0.91 -2.13 -0.35
H -0.90 -0.90 -1.56
H 0.70 -1.07 0.85
N 2.66 0.80 0.14
C 3.41 -0.12 0.05
O 4.10 -0.98 -0.32
H 2.16 1.30 0.92
*
```

***

[9]
# C4H8N2O

A single C4H8N2O molecule at a distorted geometry (wB97M-V/def2-TZVPD, the OMol25 dataset).

Output
* SMILES string: C=C(N)NC(C)=O
* E_HOMO: -8.53 eV
* ΔE to the lowest compared entry with this formula, charge and spin: 97.4 kJ/mol
* E: -9305.3842 eV
* lowest unoccupied orbital energy: 0.8397 eV

```
! RIJCOSX wB97M-V def2-TZVPD def2/J DEFGRID3
* xyz 0 1
C -1.21 0.42 -0.99
C -0.99 0.25 0.32
N -1.89 -0.28 1.23
N 0.25 0.59 0.87
C 1.44 0.53 0.16
C 1.63 -0.70 -0.70
O 2.34 1.31 0.41
H -0.60 1.06 -1.60
H -2.11 0.04 -1.45
H -1.49 -0.77 2.02
H -2.71 -0.72 0.83
H 0.23 1.24 1.65
H 2.58 -1.15 -0.43
H 1.70 -0.40 -1.74
H 0.82 -1.41 -0.59
*
```

***

[10]
# C4H8N2O

2 unconnected molecules or ions with the total composition C4H8N2O at a distorted geometry (wB97M-V/def2-TZVPD, the OMol25 dataset).

Output
* SMILES string: CC(C)=N.N=C=O
* E_HOMO: -9.77 eV
* ΔE to the lowest compared entry with this formula, charge and spin: 212.9 kJ/mol
* E: -9304.1863 eV
* lowest unoccupied orbital energy: 0.7781 eV

```
! RIJCOSX wB97M-V def2-TZVPD def2/J DEFGRID3
* xyz 0 1
C 0.25 -0.87 0.87
C 0.79 -0.44 -0.48
C 2.11 -1.17 -0.61
N -0.06 0.13 -1.20
H -0.87 -0.87 0.89
H 0.64 -0.11 1.54
H 0.60 -1.89 1.26
H 2.54 -1.02 -1.66
H 1.94 -2.21 -0.66
H 2.90 -0.98 0.12
H 0.08 0.28 -2.20
N -2.80 1.76 0.12
C -2.70 2.63 0.93
O -2.92 3.34 1.82
H -2.49 1.44 -0.73
*
```

***

[11]
# C4H8N2O

A molecular structure, C4H8N2O at a distorted geometry (wB97M-V/def2-TZVPD, the OMol25 dataset).

Output
* E_HOMO (alpha / beta): -9.07 / -9.09 eV
* ΔE to the lowest compared entry with this formula, charge and spin: 560.2 kJ/mol
* E: -9300.5870 eV
* lowest unoccupied orbital energy (alpha / beta): -0.4243 / -0.4305 eV

```
! RIJCOSX wB97M-V def2-TZVPD def2/J DEFGRID3
* xyz 0 1
C 1.94 0.12 0.29
C 0.94 -0.50 -0.64
O 0.11 -1.52 0.00
C -1.03 -0.85 -0.39
N -2.24 -0.96 -0.02
C -0.32 0.30 -0.91
N -1.25 1.03 0.89
H 1.38 0.57 1.11
H 2.49 0.90 -0.25
H 2.65 -0.62 0.66
H 1.43 -0.96 -1.52
H -2.30 -1.59 0.77
H -0.53 0.97 -1.75
H -1.99 1.26 0.23
H -1.28 1.85 1.53
*
```

***

[12]
# C4H8N2O

A single C4H8N2O molecule at a distorted geometry (wB97M-V/def2-TZVPD, the OMol25 dataset).

Output
* SMILES string: C[C@H]1N2[C@@H](CO)N12
* E_HOMO: -9.37 eV
* ΔE to the lowest compared entry with this formula, charge and spin: 506.9 kJ/mol
* E: -9301.1392 eV
* lowest unoccupied orbital energy: 1.0811 eV

```
! RIJCOSX wB97M-V def2-TZVPD def2/J DEFGRID3
* xyz 0 1
C -2.57 0.16 -0.40
C -1.01 0.43 -0.60
N -0.13 0.49 0.50
C 1.17 0.35 -0.16
C 2.24 -0.26 0.65
O 1.98 -1.44 1.31
N -0.11 -0.64 -0.50
H -2.64 -0.87 -0.26
H -3.22 0.50 -1.23
H -2.85 0.67 0.47
H -0.81 1.05 -1.46
H 1.41 1.07 -0.86
H 2.52 0.44 1.38
H 2.98 -0.55 -0.21
H 1.03 -1.40 1.38
*
```

***

Which value of ΔE to the lowest compared entry with this formula, charge and spin does entry 12 give?
506.9 kJ/mol